(1)
Density functional theory data (ωB97M-V/def2-TZVPD) for a molecular structure, C27H24BClN6PPt.

## Properties
Orbital gap = 7.7468 eV
Lowest unoccupied orbital energy = -3.09 eV
Total energy = -63060.909 eV
Maximum force = 0.82 eV/A
E_HOMO = -10.840 eV

Geometry as ORCA input:
```
! wB97M-V def2-TZVPD RIJCOSX def2/J DEFGRID3
* xyz 1 1
Pt 0.6041 0.6667 -0.5109
C -2.4998 -2.5101 -1.8049
C -2.0251 -1.1970 -1.9107
N -0.9951 -1.0072 -1.0927
N -0.7872 -2.1689 -0.4527
C -1.6786 -3.0912 -0.8616
B 0.3685 -2.3140 0.5644
N 1.7095 -2.0836 -0.1672
C 2.6711 -2.9334 -0.5450
C 3.6302 -2.2305 -1.2513
C 3.1700 -0.9180 -1.2552
N 2.0176 -0.8467 -0.5903
N 0.2946 -1.2347 1.6836
C 0.1607 -1.4418 3.0008
C 0.1429 -0.2237 3.6523
C 0.2849 0.7180 2.6376
N 0.3825 0.1000 1.4658
H -3.3191 -2.9657 -2.3319
H -2.3811 -0.3890 -2.5322
H -1.6692 -4.0860 -0.4492
H 0.3250 -3.4048 1.0460
H 2.6154 -3.9743 -0.2757
H 4.5412 -2.6095 -1.6773
H 3.6198 -0.0297 -1.6668
H 0.0774 -2.4448 3.3822
H 0.0442 -0.0442 4.7073
H 0.3145 1.7935 2.6915
Cl 0.9152 1.5147 -2.9428
C -0.7314 2.0858 -3.2300
C -1.2006 2.0999 -4.5253
C -2.5040 2.5297 -4.7474
C -3.3054 2.9296 -3.6912
C -2.8107 2.9102 -2.3934
C -1.5097 2.4902 -2.1499
P -0.7461 2.4575 -0.5131
C 0.2293 3.9752 -0.4142
C 1.2923 4.0296 0.4859
C 2.0412 5.1886 0.6029
C 1.7386 6.2935 -0.1822
C 0.6845 6.2428 -1.0821
C -0.0724 5.0864 -1.1992
C -2.0460 2.5648 0.7217
C -2.1835 3.6753 1.5495
C -3.1674 3.6825 2.5287
C -4.0064 2.5889 2.6792
C -3.8658 1.4770 1.8561
C -2.8834 1.4584 0.8824
H -0.5703 1.7736 -5.3410
H -2.8918 2.5399 -5.7568
H -4.3192 3.2574 -3.8750
H -3.4352 3.2195 -1.5641
H 1.5379 3.1615 1.0862
H 2.8665 5.2273 1.3010
H 2.3295 7.1954 -0.0948
H 0.4505 7.1032 -1.6943
H -0.8946 5.0532 -1.9030
H -1.5314 4.5316 1.4304
H -3.2770 4.5448 3.1726
H -4.7717 2.5986 3.4439
H -4.5164 0.6220 1.9812
H -2.7545 0.5820 0.2568
*
```

=====

(2)
Density functional theory data (ωB97M-V/def2-TZVPD) for 2 unconnected molecules or ions with the total composition C14H16 in a non-equilibrium geometry.

## Properties
Orbital gap = 9.9274 eV
Lowest unoccupied orbital energy = 0.95 eV
Total energy = -14777.277 eV
Maximum force = 2.00 eV/A
E_HOMO = -8.974 eV
Structure (SMILES) = Cc1ccccc1.Cc1ccccc1
Energy above the lowest of the compared OMol25 structures with the same formula, charge and spin = 47.2 kJ/mol

Geometry as ORCA input:
```
! wB97M-V def2-TZVPD RIJCOSX def2/J DEFGRID3
* xyz 0 1
C 3.7577 3.5102 -1.1253
C 3.1106 2.4584 -0.2496
C 2.0272 1.7267 -0.7415
C 1.3859 0.7778 0.0330
C 1.7980 0.5725 1.3482
C 2.8503 1.2998 1.8484
C 3.4562 2.2938 1.0761
H 3.1306 3.7186 -1.9892
H 4.6672 3.0592 -1.5329
H 3.9771 4.4242 -0.5868
H 1.6154 1.9616 -1.7184
H 0.7004 0.0804 -0.4243
H 1.2264 -0.1443 1.9246
H 3.2183 1.1062 2.8300
H 4.2977 2.8234 1.5150
C -3.0864 -4.1825 -0.1114
C -2.9075 -2.6744 -0.2021
C -1.8201 -2.1449 -0.9043
C -1.6285 -0.7746 -0.9454
C -2.4362 0.0835 -0.2073
C -3.4054 -0.4595 0.6127
C -3.6180 -1.8297 0.6439
H -2.2297 -4.7515 -0.4417
H -4.0180 -4.3820 -0.6543
H -3.3153 -4.4350 0.9271
H -1.2331 -2.8294 -1.5059
H -0.8332 -0.3936 -1.5684
H -2.2787 1.1461 -0.3301
H -4.0341 0.2130 1.1827
H -4.3746 -2.2541 1.2972
*
```